54
Properties=species:S:1:pos:R:3:forces:R:3 method="wB97M-V/def2-TZVPD" lumo_energy_ev=-0.88 multiplicity=1 smiles="O=c1[nH]c(=O)n(-c2ccc(O)c([N+](=O)[O-])c2)c2ccccc12.CNC(=O)[C@H](CO)NC(C)=O" e_homo_ev=-9.0 orbital_gap_ev=8.12
O 0.1414 -6.5454 6.1105 -0.1 0.3 0.4
O 0.7190 -5.5702 1.8992 -0.2 1.1 -0.4
O 1.5942 5.1712 -4.3654 -0.3 0.2 0.2
O -2.1485 2.8062 -3.6994 0.0 -0.3 0.5
O 2.9115 -0.2189 1.8692 -1.1 0.1 -0.9
O 1.8998 0.9621 0.3532 -0.1 -0.8 0.4
O -0.0456 -0.2563 -1.0868 0.0 -0.4 1.0
O -0.2709 2.4516 -1.3111 0.1 0.0 0.1
C -0.0146 -5.7062 5.2392 0.1 -1.9 2.1
C 0.2944 -5.1588 2.9660 0.9 -0.8 -2.6
C 1.9355 4.1159 -4.8799 0.6 1.0 -0.2
C -1.1055 3.3640 -4.0173 -0.5 -0.1 -0.4
C -1.6135 -2.7621 6.9834 0.2 -0.4 -0.1
C -1.7211 -1.8591 5.9246 0.3 -0.6 -0.3
C -0.9804 -2.0963 -0.0054 0.0 -0.8 0.6
C -1.0501 -4.0230 6.7718 -0.1 0.4 -0.2
C -1.0523 -3.0254 1.0305 0.2 0.5 -0.4
C -1.2589 -2.2177 4.6560 0.0 0.1 0.0
C 0.8273 -1.9463 2.0887 -0.1 -0.2 -0.1
C -0.0150 -1.0899 -0.0073 0.3 1.2 -0.8
C -0.5906 -4.3872 5.4949 -0.2 0.8 -0.4
C -0.1495 -2.9494 2.0910 0.5 1.3 -1.2
C -0.6832 -3.4821 4.4214 -0.4 0.5 0.6
C 0.9297 -0.9930 1.0459 -1.7 -2.0 0.4
N 0.3382 -6.0639 3.9782 -0.8 2.0 0.7
N -0.2124 -3.8704 3.1476 0.0 -1.2 1.8
N -1.1174 4.5314 -4.6695 0.8 0.6 -0.5
N 1.3589 2.9438 -4.6062 -0.7 -1.0 0.1
N 1.9724 -0.0288 1.0863 1.7 1.1 0.5
C 3.0567 4.0984 -5.8913 -0.1 -0.1 0.1
C -2.3290 5.2430 -5.0715 0.0 -0.5 0.4
C 0.6635 2.9817 -2.2326 -0.3 0.5 0.0
C 0.2369 2.6834 -3.6785 0.6 0.3 -0.2
H 0.2293 0.6529 -0.8298 0.0 -0.3 -0.2
H -1.1543 2.7577 -1.5641 0.0 -0.2 0.0
H -1.9685 -2.4871 7.9726 0.1 -0.1 -0.2
H -2.1632 -0.8790 6.0839 0.1 -0.2 -0.1
H -1.6727 -2.1536 -0.8386 0.1 0.2 0.1
H -0.9711 -4.7263 7.5993 0.1 0.0 -0.3
H -1.8025 -3.8105 1.0125 0.1 0.1 0.0
H -1.3591 -1.4928 3.8544 0.1 -0.2 0.0
H 1.5206 -1.9264 2.9260 0.0 0.2 -0.3
H 0.8408 -6.9260 3.8333 -0.1 0.0 -0.1
H -0.2221 4.9807 -4.8283 -0.2 0.1 0.2
H 1.7223 2.1431 -5.0984 -0.1 0.0 0.0
H 3.9004 3.5445 -5.4836 0.1 -0.1 -0.1
H 3.3625 5.1239 -6.0963 -0.1 -0.1 0.1
H 2.7127 3.6317 -6.8126 0.1 -0.1 -0.1
H -2.9441 4.5969 -5.7009 0.0 0.1 0.1
H -2.0689 6.1456 -5.6262 0.1 -0.2 0.1
H -2.9054 5.5172 -4.1860 -0.1 0.0 -0.1
H 1.6391 2.5331 -2.0407 -0.1 -0.1 0.1
H 0.7430 4.0607 -2.0896 0.2 0.1 -0.1
H 0.0406 1.6114 -3.7223 -0.1 0.1 -0.1

=====

44
Properties=species:S:1:pos:R:3:forces:R:3 method="wB97M-V/def2-TZVPD" lumo_energy_ev=0.03 multiplicity=1 de_lowest_kcal_mol=16.2 smiles="CCc1ccc2oc(=O)cc(CN(C)Cc3ccccc3)c2c1" e_homo_ev=-8.6 orbital_gap_ev=8.58
C -0.9869 -3.4727 3.6468 -0.2 0.1 0.0
H -0.1466 -3.2567 4.3023 0.1 0.0 0.1
H -1.7238 -4.0464 4.2036 0.0 -0.1 0.1
H -0.6267 -4.0793 2.8190 0.1 -0.1 -0.1
C -1.6036 -2.1732 3.1253 0.2 -0.2 0.0
C -0.5848 -1.3767 2.3614 -0.2 0.0 0.0
C -0.4652 -1.5109 0.9938 0.2 0.0 0.1
C 0.5008 -0.8103 0.2625 0.4 0.2 0.4
C 1.3762 0.0289 0.9714 -0.7 -0.5 0.3
C 1.2541 0.1780 2.3518 0.2 0.0 -0.2
C 0.2836 -0.5162 3.0348 0.0 0.0 -0.2
H 0.1922 -0.3975 4.1043 0.0 0.0 0.1
H 1.9370 0.8418 2.8573 0.1 0.1 0.1
O 2.3648 0.7284 0.3719 0.2 0.2 0.0
C 2.6302 0.5975 -0.9615 0.5 0.2 -0.3
O 3.5489 1.2268 -1.4280 -0.3 -0.2 0.2
C 1.7566 -0.2799 -1.7133 -0.4 -0.4 0.1
C 0.6885 -0.9087 -1.1686 0.6 0.2 -0.3
C -0.2905 -1.6303 -2.0671 -0.1 -0.1 -0.1
N -1.1560 -0.7567 -2.8368 0.0 0.0 0.0
C -0.5407 -0.1029 -3.9656 0.0 0.0 0.0
H -1.3171 0.4014 -4.5401 0.0 0.0 -0.1
H -0.0883 -0.8668 -4.6007 0.1 0.0 -0.1
H 0.2333 0.6314 -3.7110 0.0 0.0 -0.1
C -2.1307 0.0107 -2.0851 -0.1 -0.1 -0.1
C -1.6311 0.9874 -1.0408 -0.2 0.1 0.1
C -2.0990 0.8925 0.2650 -0.1 0.2 -0.2
C -1.6446 1.7501 1.2498 -0.1 0.1 0.1
C -0.7009 2.7154 0.9461 0.0 0.0 0.1
C -0.2469 2.8392 -0.3550 0.1 0.1 -0.1
C -0.7210 1.9937 -1.3427 0.0 0.0 0.0
H -0.3740 2.1272 -2.3551 0.1 0.0 -0.1
H 0.4785 3.5987 -0.6064 0.1 0.1 0.0
H -0.3293 3.3745 1.7161 0.0 0.1 0.1
H -2.0211 1.6568 2.2578 0.0 0.0 0.1
H -2.8317 0.1375 0.5140 0.0 -0.1 0.0
H -2.7362 0.5534 -2.8188 0.0 -0.1 0.1
H -2.7881 -0.7131 -1.5884 -0.1 0.1 0.0
H -0.9347 -2.2955 -1.4897 0.1 -0.1 0.0
H 0.2677 -2.2396 -2.7845 0.0 0.0 0.1
H 2.0020 -0.3749 -2.7589 0.0 0.0 -0.1
H -1.1396 -2.1793 0.4816 -0.1 0.0 -0.1
H -1.9716 -1.5866 3.9692 -0.1 0.0 0.0
H -2.4511 -2.4110 2.4798 -0.1 0.1 0.0

=====

45
Properties=species:S:1:pos:R:3:forces:R:3 method="wB97M-V/def2-TZVPD" lumo_energy_ev=0.78 multiplicity=1 de_lowest_kcal_mol=28.1 smiles="CCOC(=O)[C@H](C)c1ccc2c(c1)NC(c1ccc(C)cc1)=CO2" e_homo_ev=-6.8 orbital_gap_ev=7.60
O -1.9664 -1.1897 -3.6591 -1.4 -0.5 0.2
O -1.1330 1.4830 2.2783 -0.2 -0.2 -0.3
O -3.8796 -2.2375 -2.9318 -0.2 0.9 0.2
C -2.5613 -1.9254 -2.8904 0.8 1.0 -0.8
C 0.1669 1.9154 2.4972 2.4 -1.0 -0.9
C 1.2854 1.4053 1.8547 -3.5 1.1 1.1
C -2.5902 -0.0308 1.0474 -0.1 0.4 0.4
C 3.5955 1.9405 1.1686 0.5 -0.2 -1.9
C 2.9548 2.3217 3.4085 0.7 0.0 1.7
C 4.8973 2.3705 1.4270 0.0 -0.2 0.7
C 4.2681 2.7007 3.7197 -0.6 -0.1 -1.2
C -2.7968 -0.9844 0.0437 1.8 0.1 0.2
C -0.4049 -1.0601 -0.3020 0.7 0.5 -0.3
C -1.3172 0.4895 1.3064 0.2 -0.3 0.0
C 2.6186 1.9014 2.1262 0.0 0.2 1.1
C -0.2207 -0.0351 0.6089 0.5 0.5 0.6
C 5.2578 2.7398 2.7317 0.1 0.0 -0.8
C -1.6681 -1.5036 -0.6301 -0.7 0.1 0.0
N 1.0744 0.4831 0.8470 0.4 -1.1 -1.1
C 6.6760 3.1868 3.0170 0.2 -0.3 0.6
C -4.8778 -1.9955 -5.1527 -0.5 -0.5 -0.2
C -2.2752 -3.8851 -1.2497 0.3 0.0 -0.2
C -4.7692 -1.4027 -3.7620 0.2 -0.1 -0.4
C -1.7632 -2.5138 -1.7475 -0.2 -1.7 0.1
H 0.3013 2.6930 3.2423 -0.5 -0.2 -0.2
H -3.4466 0.3050 1.6587 0.6 0.0 -0.5
H 3.2792 1.6364 0.1496 0.6 0.3 0.6
H 2.2456 2.2725 4.2664 0.4 0.0 -1.0
H 5.6758 2.3685 0.6622 -0.4 0.0 0.0
H 4.5127 2.9853 4.7137 0.1 0.2 0.7
H -3.7864 -1.3073 -0.1799 -0.5 -0.3 -0.2
H 0.4779 -1.4223 -0.8614 -0.6 0.1 0.4
H 1.8593 -0.0863 0.5094 -0.6 0.5 0.4
H 7.3439 3.1768 2.1556 -0.3 -0.2 -0.2
H 6.7023 4.2137 3.3798 -0.1 0.0 0.2
H 7.1617 2.5396 3.7735 -0.3 0.4 -0.2
H -3.9022 -2.1702 -5.6026 0.0 0.1 0.1
H -5.4569 -2.9474 -5.1713 0.5 0.6 0.2
H -5.4197 -1.2909 -5.7878 0.0 0.0 0.0
H -2.5247 -4.5482 -2.0875 0.2 0.1 0.2
H -3.1544 -3.7914 -0.6351 -0.4 0.1 0.2
H -1.4986 -4.3596 -0.6303 -0.2 0.1 -0.2
H -4.4049 -0.3662 -3.8237 0.3 -0.5 0.2
H -5.7816 -1.3544 -3.3149 0.8 -0.4 0.3
H -0.7552 -2.7206 -2.1739 -0.7 0.5 0.3

=====

46
Properties=species:S:1:pos:R:3:forces:R:3 method="wB97M-V/def2-TZVPD" lumo_energy_ev=0.69 multiplicity=1 de_lowest_kcal_mol=46.0 smiles="NC(=O)C1=C[C@@H](c2ccccc2)C[C@@H](OCc2ccc(CO)cc2)O1" e_homo_ev=-8.9 orbital_gap_ev=9.59
N 2.6318 0.4724 1.8718 0.0 -0.1 0.3
C 1.5750 1.1019 1.3318 0.3 -0.2 0.3
O 1.6462 2.2202 0.8453 -0.1 0.4 -0.1
C 0.2943 0.3461 1.4204 -0.6 0.1 -0.2
C -0.8900 0.9375 1.2775 0.4 -0.2 0.2
C -2.1957 0.2377 1.4967 0.0 -0.1 0.0
C -3.1593 0.5045 0.3603 -0.1 0.1 0.1
C -2.8720 0.0991 -0.9362 0.0 0.0 -0.1
C -3.7560 0.3626 -1.9669 0.0 0.0 -0.1
C -4.9390 1.0371 -1.7164 -0.1 0.0 0.0
C -5.2335 1.4445 -0.4272 -0.1 0.0 -0.1
C -4.3478 1.1808 0.6032 0.1 0.0 0.0
H -4.5861 1.5053 1.6068 0.0 0.0 0.1
H -6.1548 1.9699 -0.2219 -0.1 0.0 0.0
H -5.6285 1.2437 -2.5217 -0.1 0.0 -0.1
H -3.5204 0.0413 -2.9712 0.0 0.0 -0.1
H -1.9589 -0.4399 -1.1263 0.1 0.0 0.0
C -1.9795 -1.2615 1.7951 0.3 0.0 -0.1
C -0.6402 -1.7991 1.2803 -0.5 -0.7 0.4
O -0.7249 -1.9466 -0.1022 -0.1 0.1 0.0
C 0.3991 -2.5420 -0.7351 0.1 -0.1 -0.1
C 1.5223 -1.5595 -0.9460 0.0 0.0 0.0
C 2.8130 -1.8247 -0.5122 0.0 -0.1 -0.1
C 3.7986 -0.8598 -0.6223 0.0 0.0 -0.2
C 3.5108 0.3878 -1.1612 0.1 0.0 -0.1
C 2.2314 0.6313 -1.6441 0.1 -0.1 -0.1
C 1.2492 -0.3342 -1.5419 0.0 -0.1 0.0
H 0.2504 -0.1261 -1.8950 -0.1 0.1 0.0
H 1.9945 1.5936 -2.0731 0.0 0.1 0.0
C 4.5081 1.5141 -1.0655 0.0 -0.1 -0.2
H 4.3492 2.2357 -1.8787 0.1 -0.1 0.0
H 5.5334 1.1381 -1.1224 -0.1 0.0 -0.1
O 4.4026 2.1563 0.1895 -0.1 0.3 0.3
H 3.4823 2.4676 0.3027 0.1 0.0 0.0
H 4.7949 -1.0641 -0.2568 0.1 0.0 0.1
H 3.0430 -2.7817 -0.0647 0.0 -0.1 0.1
H 0.0155 -2.8958 -1.6978 0.1 0.0 0.1
H 0.7435 -3.4048 -0.1485 0.0 0.0 -0.1
O 0.4504 -1.0001 1.6817 0.1 0.4 0.1
H -0.4228 -2.7796 1.7449 0.0 0.3 -0.2
H -1.9933 -1.4221 2.8739 0.0 0.0 0.0
H -2.7734 -1.8551 1.3426 0.0 0.0 0.1
H -2.6396 0.6890 2.3946 0.0 -0.1 -0.1
H -0.9140 1.9900 1.0462 0.1 0.1 0.0
H 2.5411 -0.4874 2.1562 0.0 0.0 0.0
H 3.5496 0.8759 1.7338 -0.1 0.0 0.0

=====

47
Properties=species:S:1:pos:R:3:forces:R:3 method="wB97M-V/def2-TZVPD" lumo_energy_ev=0.66 multiplicity=1 de_lowest_kcal_mol=30.5 smiles="COC(=O)[C@@H]1CN(C(=O)COc2ccc(C)c(C)c2)c2ccccc2O1" e_homo_ev=-8.0 orbital_gap_ev=8.63
C -0.3894 0.2456 2.3471 -0.4 -0.3 0.0
H -0.3585 -0.5094 1.5581 0.0 0.1 0.0
H -1.4037 0.6359 2.4412 0.1 -0.1 0.0
H -0.0460 -0.1764 3.2876 0.0 0.0 -0.1
O 0.5171 1.2981 2.0304 0.3 0.2 0.2
C 0.1330 2.1820 1.1344 0.1 0.4 0.0
O -0.9492 2.2211 0.6039 -0.1 0.0 -0.1
C 1.2658 3.1504 0.7523 -0.4 0.0 -0.4
O 2.3999 3.0175 1.5615 0.2 -0.1 0.1
C 3.1612 1.9039 1.3066 0.2 -0.2 -0.1
C 4.1975 1.6273 2.1895 -0.1 0.1 -0.1
C 5.0000 0.5208 1.9945 -0.1 0.1 0.1
C 4.7759 -0.3179 0.9143 0.0 -0.1 -0.1
C 3.7587 -0.0415 0.0215 0.1 0.0 0.1
C 2.9437 1.0679 0.2073 0.1 0.0 0.2
N 1.9297 1.3970 -0.7325 0.3 0.1 0.1
C 1.0634 0.4283 -1.1792 -0.2 0.0 -0.2
O 1.1127 -0.7159 -0.7947 0.0 -0.1 -0.1
C 0.0698 0.8753 -2.2589 -0.2 -0.1 0.0
O -0.5102 -0.2339 -2.8859 0.0 -0.1 0.0
C -1.4159 -0.9957 -2.1899 -0.3 -0.3 -0.1
C -1.7205 -2.2313 -2.7524 0.2 0.3 0.0
C -2.6521 -3.0506 -2.1504 0.0 0.1 0.1
C -3.3079 -2.6700 -0.9870 0.0 0.0 0.0
C -3.0112 -1.4261 -0.4295 0.0 -0.1 -0.1
C -2.0678 -0.6026 -1.0298 0.2 0.2 -0.2
H -1.8608 0.3508 -0.5688 0.1 0.1 0.0
C -3.7059 -0.9624 0.8161 0.0 0.0 -0.1
H -3.4381 -1.5941 1.6634 0.0 0.0 0.1
H -4.7869 -1.0138 0.6936 -0.1 0.0 0.1
H -3.4340 0.0643 1.0462 0.0 0.1 0.1
C -4.3151 -3.5790 -0.3491 0.0 0.1 0.0
H -5.3006 -3.1132 -0.3339 -0.1 0.0 0.1
H -4.3865 -4.5152 -0.8969 0.0 -0.1 0.0
H -4.0376 -3.8004 0.6810 -0.1 -0.1 0.1
H -2.8746 -4.0109 -2.5937 0.0 -0.1 0.0
H -1.2142 -2.5283 -3.6567 0.1 0.0 -0.1
H 0.6085 1.4054 -3.0504 -0.1 0.0 0.2
H -0.6932 1.5385 -1.8301 0.2 0.0 -0.1
C 1.6176 2.8103 -0.7119 -0.1 0.3 0.1
H 2.5021 3.3823 -1.0115 -0.2 0.0 0.0
H 0.7852 3.0511 -1.3664 0.0 0.0 0.0
H 3.5808 -0.6852 -0.8240 0.0 0.0 -0.1
H 5.3985 -1.1854 0.7613 0.1 -0.1 0.0
H 5.7986 0.3112 2.6893 0.1 0.0 0.1
H 4.3445 2.2923 3.0253 0.0 0.1 0.1
H 0.9156 4.1818 0.8571 0.0 -0.2 0.0